{"formula": "C26H28F3N4O4SV", "method": "ωB97M-V/def2-TZVPD", "energy_ha": -3169.56882, "e_homo_ha": [-0.134, -0.166], "s2": 3.761, "charge": -1, "lumo_ev": [2.46, 2.46], "spin_multiplicity": 4, "e_above_lowest_kcal_mol": 16.3, "fmax_ev_per_a": 0.4, "orbital_gap_ev": [6.10, 6.97], "elements": ["V", "C", "C", "N", "C", "C", "C", "S", "N", "C", "O", "C", "C", "C", "C", "C", "C", "H", "H", "H", "H", "H", "H", "H", "H", "H", "H", "H", "H", "H", "H", "H", "C", "C", "C", "C", "C", "C", "C", "C", "C", "C", "H", "H", "H", "H", "H", "H", "H", "F", "C", "F", "F", "C", "O", "O", "C", "N", "C", "N", "O", "H", "H", "H", "H", "H", "H"], "positions_angstrom": [[-0.24441, -0.50004, 0.19143], [-3.18338, -5.30328, -1.84686], [-1.66389, -5.24700, -1.92191], [-1.04902, -5.09230, -0.61347], [-0.75194, -6.32840, 0.09997], [0.67396, -6.80800, -0.13168], [-0.71253, -3.88660, -0.07890], [-1.19708, -2.48480, -0.95150], [-0.06536, -3.99480, 1.07987], [0.38833, -2.99596, 1.84760], [0.37020, -1.76610, 1.67785], [1.04078, -3.46393, 3.12268], [1.13038, -4.81306, 3.45375], [1.74151, -5.20529, 4.63436], [2.27057, -4.25205, 5.49408], [2.18573, -2.90568, 5.16778], [1.57427, -2.51209, 3.98812], [-3.61421, -5.40538, -2.84460], [-3.56423, -4.38511, -1.40034], [-3.52100, -6.14745, -1.24207], [-1.34736, -4.42314, -2.55714], [-1.26799, -6.16863, -2.35788], [-1.46747, -7.07558, -0.25330], [-0.93366, -6.17255, 1.16142], [0.84717, -7.02993, -1.18636], [0.87350, -7.71530, 0.44244], [1.37542, -6.03602, 0.18051], [0.71922, -5.54088, 2.76893], [1.80798, -6.25736, 4.88384], [2.75000, -4.55860, 6.41600], [2.59979, -2.15888, 5.83387], [1.49873, -1.46820, 3.71604], [2.32670, -0.86988, -5.10694], [1.01767, -0.74951, -4.59304], [0.82390, -0.62901, -3.24492], [1.90336, -0.61541, -2.32041], [1.65440, -0.48583, -0.91411], [2.78506, -0.45613, -0.11903], [4.09796, -0.56233, -0.62676], [4.31928, -0.70279, -1.96891], [3.21681, -0.72846, -2.85445], [3.39410, -0.85892, -4.25530], [2.48231, -0.96891, -6.17518], [0.17068, -0.75230, -5.26934], [-0.17882, -0.53986, -2.84479], [2.67795, -0.34618, 0.95815], [4.93845, -0.53470, 0.06029], [5.32390, -0.79127, -2.36924], [4.40544, -0.94735, -4.64021], [-1.52105, 3.43415, -1.08845], [-1.39944, 2.35779, -0.31319], [-1.06828, 1.31476, -1.13892], [-2.64179, 2.07911, 0.14741], [-0.37171, 2.47406, 0.87336], [-0.26076, 3.58558, 1.36794], [0.14972, 1.37393, 1.16394], [-3.36961, 1.47296, 3.02784], [-3.99279, 0.44536, 2.21027], [-3.23101, -0.35787, 1.41408], [-3.89467, -1.12136, 0.50542], [-2.01326, -0.44149, 1.56869], [-3.66972, 1.37279, 4.07173], [-3.62663, 2.46996, 2.66891], [-2.29142, 1.35160, 2.95746], [-4.95111, 0.58006, 1.93988], [-4.83511, -0.91194, 0.22728], [-3.30849, -1.68922, -0.09694]], "forces_ev_per_a": [[0.23, 0.26, 0.19], [-0.03, 0.01, -0.02], [0.02, 0.02, 0.02], [0.04, 0.01, -0.04], [-0.02, -0.03, 0.00], [0.00, -0.02, 0.02], [-0.18, -0.07, 0.02], [0.02, -0.03, -0.10], [0.07, 0.09, 0.08], [0.04, -0.04, 0.02], [0.10, -0.13, -0.22], [0.02, 0.01, 0.08], [-0.01, 0.06, -0.04], [0.01, -0.01, 0.02], [0.00, -0.03, 0.02], [0.02, 0.02, 0.02], [-0.03, -0.05, -0.03], [0.00, -0.01, -0.01], [0.01, 0.01, 0.00], [0.01, -0.01, 0.01], [0.00, 0.01, 0.00], [-0.02, 0.00, 0.00], [0.01, -0.01, 0.01], [0.02, 0.01, -0.02], [0.00, 0.02, -0.01], [-0.01, -0.02, 0.00], [0.01, 0.01, 0.01], [0.00, -0.01, 0.00], [0.00, 0.00, 0.00], [0.00, 0.00, 0.00], [0.00, 0.00, 0.00], [0.00, 0.01, -0.01], [0.06, -0.01, -0.02], [-0.05, 0.01, 0.04], [0.01, 0.01, -0.02], [-0.03, 0.01, -0.04], [-0.24, -0.06, 0.20], [0.00, 0.02, 0.00], [0.07, -0.01, -0.05], [0.01, 0.00, 0.06], [-0.03, 0.01, 0.01], [0.03, 0.00, -0.03], [0.00, 0.00, 0.00], [-0.01, 0.00, 0.00], [0.00, 0.00, -0.02], [-0.02, -0.01, -0.01], [0.01, 0.00, -0.02], [0.01, 0.01, 0.00], [0.00, 0.00, -0.02], [0.17, -0.05, 0.04], [0.08, 0.09, 0.06], [-0.16, -0.10, -0.05], [-0.06, 0.03, -0.03], [-0.18, 0.18, -0.15], [-0.06, -0.04, 0.00], [0.13, -0.25, 0.07], [-0.01, 0.01, 0.02], [0.04, 0.06, -0.06], [-0.04, -0.13, 0.18], [0.03, -0.02, -0.02], [-0.12, 0.15, -0.17], [0.00, 0.00, -0.01], [0.01, 0.00, 0.00], [0.00, 0.00, 0.01], [-0.01, -0.02, 0.04], [0.01, 0.02, -0.01], [-0.01, 0.01, -0.02]], "mulliken_spin": [2.996, 0.003, -0.004, 0.009, -0.001, 0.002, 0.014, -0.023, -0.008, 0.039, 0.014, -0.008, 0.002, -0.002, 0.005, -0.002, 0.006, 0.000, -0.001, 0.000, 0.000, 0.000, 0.000, 0.000, 0.000, 0.000, 0.000, 0.001, 0.000, 0.000, 0.000, 0.002, -0.007, 0.013, -0.004, -0.078, -0.083, 0.065, -0.013, 0.028, -0.017, 0.006, 0.000, 0.001, 0.012, 0.003, -0.002, 0.002, 0.000, 0.000, 0.012, 0.014, 0.003, -0.006, 0.007, -0.014, 0.001, 0.001, 0.005, -0.003, 0.015, 0.000, 0.000, 0.000, 0.000, 0.000, -0.005]}